# 1
Formula: C11H21Cl2NORu
Source: the OMol25 dataset
Level of theory: the ωB97M-V functional and the def2-TZVPD basis

The calculation puts the orbital gap (spin up / spin down) at 4.52 / 6.27 eV. Its spin multiplicity is 6. As for the total charge: -1. Its expectation value of S² is 8.766. For the LUMO energy (spin up / spin down), the calculation gives 0.1037 / 0.0967 Ha.

XYZ file:
```
37
C11H21Cl2NORu | the OMol25 dataset | the ωB97M-V functional and the def2-TZVPD basis
Ru 0.43819 0.03617 -0.52995
Cl 0.22004 -2.22592 -0.59431
Cl 1.49628 1.93747 0.28883
C 2.43065 -0.15037 -1.62385
H 3.07283 0.49271 -1.03414
H 2.79369 -1.14467 -1.92104
C -1.20353 0.71323 -1.04685
C 1.35120 0.42106 -2.39315
H -2.04157 0.77648 -0.32054
C 0.89337 -0.40595 -3.58947
H 1.21374 1.51608 -2.48822
C -0.35502 0.16127 -4.27784
H 1.72314 -0.42319 -4.31760
H 0.74412 -1.44422 -3.24777
C -1.62455 0.03588 -3.42268
H -0.18285 1.21875 -4.53948
H -0.49312 -0.38419 -5.21874
C -1.68407 1.17981 -2.39467
H -2.51151 0.08647 -4.06141
H -1.66375 -0.93918 -2.90833
H -1.08176 2.06353 -2.70316
H -2.72155 1.53936 -2.23860
C 0.18743 -0.58921 5.05830
N -0.48164 -0.22166 3.82859
C -1.86658 0.23112 3.88183
C 0.12807 -0.28848 2.62028
C 1.57555 -0.72545 2.49667
O -0.61052 0.02186 1.64709
H -0.49516 -0.46417 5.88882
H 1.08597 0.03292 5.18249
H 0.53278 -1.63084 4.98822
H -1.98109 1.25247 3.47652
H -2.53374 -0.40498 3.27470
H -2.16830 0.20277 4.94081
H 1.62180 -1.57165 1.79353
H 2.14974 0.10370 2.05337
H 2.04172 -1.00900 3.45175
```

=====

# 2
Formula: C4H5NO
Source: the OMol25 dataset
Level of theory: the ωB97M-V functional and the def2-TZVPD basis

The calculation puts the orbital gap at 10.95 eV. Its spin multiplicity is 1. For the LUMO energy, the calculation gives 0.0121 Ha. As for the structure (SMILES): C[C@H](C#N)C=O.

XYZ file:
```
11
C4H5NO | the OMol25 dataset | the ωB97M-V functional and the def2-TZVPD basis
C 0.77640 0.83531 0.59999
C -0.40351 0.20530 -0.16004
C -1.27787 -0.54743 0.74899
N -1.93367 -1.19795 1.44310
C 0.08931 -0.81578 -1.20041
O 0.77081 -1.75299 -0.88216
H 0.42598 1.44126 1.44085
H 1.42494 0.04426 0.98277
H 1.35649 1.47608 -0.07055
H -1.00049 0.97780 -0.65501
H -0.22838 -0.66586 -2.24752
```

=====

# 3
Formula: C12H13NSr
Source: the OMol25 dataset
Level of theory: the ωB97M-V functional and the def2-TZVPD basis

The calculation puts the orbital gap at 6.56 eV. Its spin multiplicity is 1. For the LUMO energy, the calculation gives -0.0095 Ha.

XYZ file:
```
27
C12H13NSr | the OMol25 dataset | the ωB97M-V functional and the def2-TZVPD basis
Sr -0.47087 -0.64729 -0.73992
C -0.78946 -0.85662 -3.29788
H -1.49245 -1.60209 -2.93558
H -1.29100 0.05605 -3.69527
H -0.17444 -1.27875 -4.12827
H 1.04235 0.12855 -2.57609
H 1.28107 0.57525 -1.99883
C 0.65061 -3.32168 2.89946
C 0.09424 -2.77437 4.04663
C -0.53279 -1.53332 3.98828
C -0.57030 -0.83177 2.76174
N 0.01060 -1.39393 1.67252
C 0.58436 -2.60329 1.69474
C -1.15281 0.53254 2.59080
C -1.74419 1.24536 3.67224
C -2.28060 2.51704 3.46968
C -2.22888 3.10154 2.20315
C -1.63504 2.37867 1.10308
C -1.09642 1.13817 1.33268
H 1.17667 -4.24992 2.93918
H 0.18806 -3.25705 5.01578
H -0.88860 -1.01180 4.87445
H 0.99325 -2.97327 0.76298
H -1.75530 0.78809 4.64888
H -2.70191 3.03030 4.31065
H -2.64445 4.10189 2.05552
H -1.60384 2.77070 0.07585
```

=====

# 4
Formula: C3H10N2O
Source: the OMol25 dataset
Level of theory: the ωB97M-V functional and the def2-TZVPD basis

The calculation puts the orbital gap (spin up / spin down) at 8.33 / 9.39 eV. Its spin multiplicity is 1. For the LUMO energy (spin up / spin down), the calculation gives -0.0009 / 0.0213 Ha. As for the structure (SMILES): C=[N+](C)[O-].CN.

XYZ file:
```
16
C3H10N2O | the OMol25 dataset | the ωB97M-V functional and the def2-TZVPD basis
C -4.03138 -1.00182 0.49622
N -2.69742 -0.23650 0.08129
C -2.12286 -0.51279 -1.27964
O -2.45674 0.81626 0.64974
H -4.03819 -2.13438 0.18840
H -4.23560 -0.84887 1.55153
H -2.92938 -0.39864 -2.00891
H -1.31812 0.19589 -1.40787
H -1.71334 -1.49122 -1.20092
C 1.92391 0.98556 1.06812
N 2.05341 0.55290 -0.33610
H 1.48201 0.12876 1.55796
H 2.79735 1.60299 1.46281
H 1.04951 1.62772 1.09418
H 2.56638 1.28699 -0.86312
H 2.65174 -0.14780 -0.30203
```

=====

# 5
Formula: C4H8BeBrO3
Source: the OMol25 dataset
Level of theory: the ωB97M-V functional and the def2-TZVPD basis

The calculation puts the orbital gap at 8.89 eV. Its spin multiplicity is 1. As for the total charge: +1. For the LUMO energy, the calculation gives -0.1867 Ha.

XYZ file:
```
17
C4H8BeBrO3 | the OMol25 dataset | the ωB97M-V functional and the def2-TZVPD basis
Be 0.60510 1.96948 -0.02151
Br -0.42174 3.66003 -1.00020
C -0.33858 -0.75311 -2.26767
C 0.35990 -1.58733 -1.19071
O -0.21492 -1.50253 0.14997
C -0.12826 -0.41978 0.71339
O 0.23140 0.58135 -0.01455
O -0.29309 -0.33559 1.92361
C -0.06743 0.81266 2.63880
H 0.10274 0.20438 -2.17628
H -1.44184 -0.71503 -2.36568
H 0.09926 -1.12127 -3.19699
H 1.41987 -1.40717 -0.93887
H 0.21361 -2.64032 -1.34941
H 0.71191 0.70890 3.37085
H -0.90924 0.79657 3.40455
H 0.07130 1.74874 2.32071
```

=====

# 6
Formula: C37H43Cl2N4O2Zr
Source: the OMol25 dataset
Level of theory: the ωB97M-V functional and the def2-TZVPD basis

The calculation puts the orbital gap at 6.97 eV. Its spin multiplicity is 1. As for the total charge: +1. For the LUMO energy, the calculation gives -0.1257 Ha.

XYZ file:
```
89
C37H43Cl2N4O2Zr | the OMol25 dataset | the ωB97M-V functional and the def2-TZVPD basis
Zr 0.17109 -0.48352 -0.03567
O 2.86229 2.33872 1.84906
C 2.20080 1.39523 1.50302
N 1.12278 1.38527 0.63109
C 0.73529 2.58062 0.05491
O 0.86242 3.69827 0.47965
C 0.02217 2.37736 -1.27118
C -0.21746 3.46708 -2.08985
C -0.85940 3.26162 -3.29687
C -1.25531 1.97717 -3.64536
C -0.99469 0.94138 -2.77120
N -0.36443 1.13687 -1.60570
C 2.55120 0.00558 1.96321
C 3.58286 -0.19674 2.85763
C 3.84491 -1.49144 3.27640
C 3.06203 -2.52817 2.79471
C 2.04579 -2.24420 1.90182
N 1.80371 -0.99601 1.48320
H 0.10689 4.44119 -1.75351
H -1.05305 4.09059 -3.96447
H -1.75859 1.77220 -4.57900
H -1.28869 -0.07322 -3.00382
H 4.14417 0.65980 3.20180
H 4.64495 -1.68977 3.97693
H 3.22605 -3.54973 3.10587
H 1.39896 -3.01284 1.50414
Cl -2.07877 2.75504 1.33800
C -3.40851 1.63547 1.13835
Cl -2.96149 0.25961 0.10063
H -4.23493 2.14724 0.66025
H -3.67860 1.22162 2.10367
C 2.71638 -2.15803 -4.64325
C 3.34658 -2.22386 -3.24492
C 4.63543 -1.39207 -3.20790
C 3.65366 -3.68293 -2.87880
C 2.39437 -1.68060 -2.26811
C 1.59272 -1.24613 -1.46122
H 3.41529 -2.55896 -5.37873
H 2.48110 -1.12936 -4.91769
H 1.79894 -2.74707 -4.68491
H 5.34785 -1.79000 -3.93206
H 5.09110 -1.42888 -2.21818
H 4.43649 -0.34967 -3.45681
H 4.35955 -4.09747 -3.59998
H 2.74809 -4.29167 -2.89607
H 4.09712 -3.75128 -1.88499
C -1.17037 1.06694 4.48417
C -1.52150 -0.27585 3.90695
C -2.30180 -1.18277 4.62346
C -2.58360 -2.43336 4.10428
C -3.36420 -3.44159 4.89962
C -2.12701 -2.78152 2.82934
C -1.39485 -1.88746 2.05388
C -1.07164 -0.65201 2.65320
N -0.93841 -2.06533 0.72770
C -1.37254 -3.09597 -0.25460
C -2.73567 -3.76966 -0.02770
C -3.08133 -4.69627 -1.20583
C -3.12995 -3.93138 -2.52731
C -1.76553 -3.28974 -2.77295
C -0.67444 -4.36085 -2.84106
C -0.64792 -5.15394 -1.53161
C -2.01714 -5.79435 -1.29370
C -0.30888 -4.20006 -0.38040
C -1.48253 -2.34542 -1.60015
H -1.02383 0.99876 5.56126
H -1.96682 1.79346 4.30784
H -0.26204 1.47335 4.03706
H -2.65906 -0.91449 5.61100
H -3.74845 -3.01133 5.82266
H -2.73402 -4.29296 5.16350
H -4.20948 -3.82628 4.32771
H -2.35382 -3.76972 2.47492
H -0.40760 0.08310 2.19110
H -3.51275 -3.01597 0.13234
H -2.70305 -4.40803 0.85062
H -4.05715 -5.14505 -1.00753
H -3.90696 -3.16133 -2.49678
H -3.38072 -4.61269 -3.34425
H -1.78089 -2.71627 -3.70460
H 0.29945 -3.89055 -3.01288
H -0.86949 -5.02947 -3.68353
H 0.12104 -5.92790 -1.58992
H -2.00370 -6.38018 -0.37000
H -2.25658 -6.48219 -2.10874
H 0.67028 -3.74322 -0.56271
H -0.25879 -4.74331 0.56980
H -2.28806 -1.60687 -1.53371
H -0.53160 -1.83918 -1.84252
```